Record 1
Here is a structure of composition C20H36LaNO3P2 from the Open Molecules 2025 dataset. Energies are from ωB97M-V with the def2-TZVPD basis set.

The geometry in XYZ format:
```
63
Properties=species:S:1:pos:R:3
C 2.21 -1.64 -3.35
C 1.82 -1.21 -2.08
N 0.70 -0.46 -1.94
C 0.01 -0.02 -3.02
C 0.37 -0.44 -4.30
C 1.47 -1.26 -4.46
C 2.64 -1.58 -0.85
P 1.81 -1.61 0.81
La -0.32 0.08 0.30
P -1.23 2.09 -1.37
C -1.22 0.88 -2.80
C -0.14 1.30 2.34
C -0.81 0.46 3.21
C -1.09 0.97 4.50
C -0.74 2.28 4.84
C -0.15 3.11 3.87
C 0.13 2.62 2.58
O 4.69 0.26 -0.07
O 3.29 1.87 1.56
H 3.07 -2.32 -3.44
H -0.22 -0.09 -5.16
H 1.76 -1.61 -5.45
C 0.85 -3.18 0.95
C 2.87 -1.43 2.27
H -1.39 1.52 -3.67
H -2.13 0.25 -2.76
H 3.54 -0.89 -0.72
H 3.07 -2.58 -0.96
C -2.95 2.35 -0.79
C -0.48 3.65 -1.88
H -1.14 -0.56 2.93
H -1.57 0.33 5.24
H -0.93 2.65 5.85
H 0.12 4.14 4.15
H 0.54 3.27 1.79
H 2.51 1.83 0.84
H 2.83 2.05 2.38
H 4.30 0.87 0.61
H 5.11 0.80 -0.75
H 1.55 1.57 0.13
H 1.49 -4.05 1.12
H 0.18 -3.07 1.82
H 0.23 -3.36 0.06
H 3.58 -2.25 2.38
H 3.39 -0.47 2.21
H 2.20 -1.41 3.14
H -1.05 4.23 -2.62
H -0.37 4.27 -0.98
H 0.52 3.45 -2.28
H -3.56 2.91 -1.51
H -3.44 1.39 -0.56
H -2.88 2.94 0.14
C -2.83 -3.30 0.33
C -2.68 -2.02 -0.47
C -3.95 -1.51 -1.12
O -2.21 -1.00 0.39
H -3.53 -3.09 1.14
H -1.89 -3.56 0.80
H -3.19 -4.15 -0.26
H -1.95 -2.21 -1.28
H -4.65 -1.28 -0.32
H -3.76 -0.57 -1.63
H -4.42 -2.21 -1.83
```

Orbital gap ... 6.803 eV
HOMO ... -0.244 Eh
Charge ... 0
Spin multiplicity ... 1
Lowest unoccupied orbital energy ... 0.158 eV


Record 2
Here is an isolated molecule of C20H36N2O4 from the Open Molecules 2025 dataset. Energies are from ωB97M-V with the def2-TZVPD basis set.

The geometry in XYZ format:
```
62
Properties=species:S:1:pos:R:3
C -3.89 -0.78 -2.70
C -2.61 0.04 -2.61
H -2.41 0.54 -3.56
H -2.70 0.80 -1.82
O -1.46 -0.76 -2.38
C -1.24 -1.15 -1.06
C -0.02 -2.09 -1.05
H -0.17 -2.73 -1.93
C -0.05 -3.01 0.18
H 0.80 -3.69 0.13
C -0.02 -2.27 1.52
H 0.77 -1.52 1.51
C 0.24 -3.25 2.67
O 1.50 -3.88 2.58
H 2.18 -3.20 2.57
H -0.49 -4.06 2.65
H 0.15 -2.72 3.63
H -0.97 -1.77 1.70
H -0.96 -3.62 0.14
C 1.33 -1.35 -1.18
C 1.18 0.09 -0.83
C 0.07 0.65 -0.35
O -1.12 -0.04 -0.21
C 0.06 2.10 -0.01
O 0.78 2.88 -0.62
N -0.77 2.52 0.98
C -1.47 1.67 1.91
H -2.51 1.54 1.59
C -1.43 2.32 3.32
N -0.20 3.04 3.56
C 0.98 2.20 3.58
H 1.82 2.78 3.96
H 1.26 1.79 2.60
H 0.80 1.37 4.26
C -0.10 4.18 2.65
C -0.81 3.93 1.31
H -1.86 4.24 1.36
H -0.31 4.47 0.50
H 0.96 4.40 2.49
H -0.55 5.05 3.14
H -1.54 1.54 4.08
H -2.25 3.02 3.44
H -1.00 0.69 1.94
H 2.05 0.73 -0.91
H 2.01 -1.79 -0.43
C 2.07 -1.55 -2.54
C 2.25 -3.04 -2.83
H 2.73 -3.54 -1.99
H 1.31 -3.53 -3.04
H 2.88 -3.17 -3.71
C 3.48 -0.93 -2.44
H 4.01 -1.32 -1.58
H 3.43 0.15 -2.37
H 4.05 -1.18 -3.33
C 1.32 -0.87 -3.68
H 0.32 -1.29 -3.79
H 1.22 0.19 -3.49
H 1.86 -1.01 -4.62
H -2.12 -1.69 -0.67
H -4.72 -0.13 -2.98
H -4.13 -1.25 -1.75
H -3.78 -1.56 -3.45
```

Orbital gap ... 8.858 eV
HOMO ... -0.305 Eh
Charge ... 0
Spin multiplicity ... 1
Energy above the lowest of the compared OMol25 structures with the same formula, charge and spin ... 312.3 kJ/mol
SMILES string ... CCO[C@@H]1OC(C(=O)N2CCN(C)CC2)=C[C@H](C(C)(C)C)[C@H]1CCCO
Lowest unoccupied orbital energy ... 0.560 eV


Record 3
Here is a structure of composition C20H36N2Si2Sn from the Open Molecules 2025 dataset. Energies are from ωB97M-V with the def2-TZVPD basis set.

The geometry in XYZ format:
```
61
Properties=species:S:1:pos:R:3
C 3.44 1.20 -3.81
C 2.35 1.59 -4.81
H 3.99 2.09 -3.49
H 4.15 0.54 -4.32
H 3.09 0.69 -2.92
H 1.51 2.13 -4.39
H 2.81 2.24 -5.57
H 1.95 0.71 -5.33
C 1.34 1.82 2.79
C 1.28 2.24 4.11
C 0.10 2.79 4.59
C -1.00 2.87 3.71
H 2.26 1.41 2.37
H 2.17 2.14 4.73
H 0.01 3.17 5.60
H -1.93 3.33 4.03
N 0.31 1.89 1.94
C -0.88 2.37 2.39
C -2.00 2.41 1.41
N -1.75 1.97 0.13
C -2.81 1.97 -0.71
C -4.31 2.97 0.88
C -4.08 2.46 -0.39
H -2.65 1.56 -1.69
H -4.85 2.45 -1.15
C -3.25 2.94 1.78
H -3.36 3.34 2.78
H -5.27 3.40 1.17
Sn 0.50 0.98 -0.54
C -0.44 0.57 -2.47
H -0.74 1.52 -2.94
H -1.34 -0.05 -2.33
H 0.25 0.08 -3.17
C 2.29 -1.80 -1.54
Si 1.85 -1.81 0.30
C 2.00 -3.59 0.90
C 3.17 -0.81 1.20
C 0.16 -0.99 0.54
Si -1.28 -2.20 0.22
C -1.41 -3.59 1.50
C -2.95 -1.34 0.26
C -1.07 -3.03 -1.47
H 3.28 -2.27 -1.62
H 2.37 -0.80 -2.00
H 1.59 -2.38 -2.15
H 3.05 -3.89 0.75
H 1.78 -3.70 1.98
H 1.37 -4.32 0.37
H 3.30 0.21 0.83
H 2.98 -0.76 2.27
H 4.13 -1.33 1.05
H 0.06 -0.59 1.56
H -1.58 -3.19 2.51
H -2.28 -4.20 1.24
H -0.53 -4.26 1.55
H -3.14 -0.72 -0.63
H -3.74 -2.11 0.29
H -3.05 -0.71 1.15
H -1.05 -2.30 -2.29
H -0.18 -3.67 -1.55
H -1.95 -3.68 -1.62
```

Orbital gap ... 5.720 eV
HOMO ... -0.231 Eh
Charge ... 0
Spin multiplicity ... 1
Energy above the lowest of the compared OMol25 structures with the same formula, charge and spin ... 0.0 kJ/mol
Lowest unoccupied orbital energy ... -0.565 eV


Record 4
Here is a cluster of 3 separate species, C20H36N4O in total from the Open Molecules 2025 dataset. Energies are from ωB97M-V with the def2-TZVPD basis set.

The geometry in XYZ format:
```
61
Properties=species:S:1:pos:R:3
O -0.05 2.34 2.22
C -0.28 1.15 1.58
C -1.45 0.93 0.89
C -1.64 -0.26 0.16
C -0.64 -1.20 0.11
C 0.57 -1.00 0.80
N 1.54 -1.95 0.73
C 2.63 -1.69 1.38
C 2.81 -0.52 2.13
N 1.91 0.41 2.25
C 0.76 0.18 1.55
H -0.42 2.29 3.11
H -2.22 1.69 0.91
H -2.57 -0.42 -0.37
H -0.77 -2.10 -0.45
H 3.44 -2.41 1.33
H 3.76 -0.37 2.64
C 1.45 4.78 0.20
C 0.96 6.17 -0.19
N -0.10 6.13 -1.18
C -0.39 7.43 -1.77
C -0.95 8.53 -0.86
C -1.25 5.31 -0.84
C -2.00 5.63 0.47
H 1.75 4.21 -0.68
H 2.31 4.87 0.87
H 0.69 4.22 0.74
H 1.80 6.72 -0.63
H 0.67 6.71 0.72
H -1.08 7.28 -2.61
H 0.54 7.80 -2.22
H -1.99 8.36 -0.60
H -0.90 9.49 -1.38
H -0.38 8.63 0.06
H -0.92 4.27 -0.80
H -1.95 5.35 -1.67
H -1.31 5.79 1.30
H -2.64 4.79 0.73
H -2.64 6.51 0.38
C -1.35 -8.23 -0.21
C -0.01 -7.56 -0.51
N -0.15 -6.33 -1.27
C 1.11 -5.84 -1.80
C 2.18 -5.38 -0.81
C -1.02 -5.33 -0.69
C -0.70 -4.83 0.73
H -1.91 -8.40 -1.13
H -1.17 -9.20 0.26
H -1.96 -7.64 0.47
H 0.59 -8.25 -1.11
H 0.53 -7.41 0.44
H 0.89 -5.01 -2.49
H 1.53 -6.63 -2.43
H 1.94 -4.42 -0.36
H 3.13 -5.25 -1.34
H 2.35 -6.10 -0.02
H -2.05 -5.72 -0.69
H -1.05 -4.47 -1.37
H -0.47 -5.65 1.41
H -1.56 -4.30 1.14
H 0.14 -4.14 0.74
```

Orbital gap ... 7.640 eV
HOMO ... -0.293 Eh
Charge ... 0
Spin multiplicity ... 1
Energy above the lowest of the compared OMol25 structures with the same formula, charge and spin ... 0.0 kJ/mol
SMILES string ... Oc1cccc2nccnc12.CCN(CC)CC.CCN(CC)CC
Lowest unoccupied orbital energy ... -0.328 eV